Density functional theory data (wB97M-V/def2-TZVPD) for a 3-piece molecular cluster, C14H18BF16O5 overall at a distorted geometry.

LUMO level ... 1.7 eV
Net charge ... -1
E_HOMO ... -4.043 eV
E ... -69204.43141 eV

```
54
Properties=species:S:1:pos:R:3:mulliken_charge:R:1
C -2.892 -5.154 1.417 -0.908
C -3.220 -3.616 1.584 -0.294
O -4.230 -3.158 0.700 -0.189
C -5.558 -3.396 1.208 -0.272
C -6.264 -4.210 -0.001 -0.251
O -7.112 -5.195 0.592 -0.626
B -7.154 -4.717 2.009 0.873
O -5.722 -4.325 2.242 -0.727
H -2.252 -5.442 2.279 0.348
H -3.837 -5.738 1.369 0.268
H -2.364 -5.284 0.444 0.177
H -3.385 -3.332 2.647 0.333
H -2.276 -3.087 1.274 0.315
H -5.999 -2.420 1.512 0.122
H -5.398 -4.811 -0.381 0.217
H -6.740 -3.528 -0.745 0.189
H -7.830 -3.696 1.964 -0.308
H -7.639 -5.432 2.838 -0.248
C -0.712 -0.351 -2.614 -0.773
C -0.614 -1.875 -2.871 0.823
C -0.662 -2.810 -1.657 0.343
F 0.346 -2.603 -0.794 -0.229
F -0.558 -4.100 -2.059 -0.304
F 0.486 -2.116 -3.624 -0.288
F -1.683 -2.198 -3.649 -0.320
O 0.497 0.436 -2.594 -0.397
C 1.257 0.563 -1.426 0.662
C 2.657 -0.050 -1.561 0.327
F 2.610 -1.351 -1.879 -0.229
F 3.323 0.053 -0.389 -0.252
F 0.573 0.098 -0.377 -0.290
F 1.397 1.897 -1.215 -0.377
H -1.248 0.047 -3.477 0.404
H -1.350 -0.122 -1.760 0.371
H -1.609 -2.701 -1.118 0.157
H 3.228 0.467 -2.336 0.229
C 4.164 6.214 1.620 -0.737
C 5.316 5.337 2.174 0.903
C 6.633 5.300 1.389 0.094
F 6.502 4.820 0.145 -0.209
F 7.518 4.487 2.019 -0.270
F 4.849 4.090 2.384 -0.260
F 5.619 5.842 3.405 -0.329
O 3.111 5.590 0.865 -0.369
C 3.244 5.371 -0.514 0.763
C 3.250 3.881 -0.872 0.397
F 4.239 3.218 -0.246 -0.235
F 3.440 3.715 -2.203 -0.298
F 4.310 6.038 -0.987 -0.291
F 2.167 5.941 -1.089 -0.289
H 3.644 6.586 2.504 0.398
H 4.537 7.108 1.118 0.331
H 7.078 6.297 1.330 0.262
H 2.313 3.422 -0.594 0.262
```